# 1
Computed, not measured: the ion C7H11N2 with charge +1 at a distorted geometry, with ωB97M-V with the def2-TZVPD basis set.

- HOMO-LUMO gap (eV) = 8.899
- HOMO (eV) = -12.15
- strongest force on any atom (eV Å⁻¹) = 4.7
- LUMO energy (eV) = -3.252
- SMILES = CN1C[C@@]23C[C@]24[C@@H]([NH2+]3)[C@@H]14

```
! RIJCOSX wB97M-V def2-TZVPD def2/J DEFGRID3
* xyz 1 1
C -0.240 -0.298 -1.281
C -1.025 0.125 1.014
H 2.355 1.792 -0.506
H 0.465 -0.991 -1.675
C 1.575 1.670 -1.207
H -0.060 -2.553 1.118
C 0.145 -0.392 1.721
C 0.133 1.021 0.591
N 0.556 0.820 -0.713
H -0.833 0.114 -2.093
H 0.297 -0.346 2.796
C -0.819 -1.043 -0.076
H 0.567 1.828 1.223
N 0.198 -1.550 0.821
H 1.891 1.204 -2.160
H -2.738 -1.268 1.271
H 1.225 2.643 -1.483
H -2.705 -0.387 -0.287
C -2.134 -0.731 0.518
H 1.150 -1.656 0.408
*
```

# 2
Computed, not measured: a cluster of 2 separate species, C4H10O2 in total, with ωB97M-V with the def2-TZVPD basis set.

- HOMO-LUMO gap (eV) = 11.210
- HOMO (eV) = -10.19
- strongest force on any atom (eV Å⁻¹) = 0.6
- LUMO energy (eV) = 1.018
- SMILES = C[C@@H]1CCO1.O

```
! RIJCOSX wB97M-V def2-TZVPD def2/J DEFGRID3
* xyz 0 1
C -0.201 0.295 0.178
H 0.878 -1.355 1.294
C 1.573 0.307 -0.892
H 2.049 -0.013 -1.824
H -2.039 -0.537 1.090
H 2.339 0.725 -0.221
O 0.812 -0.731 -0.244
H -0.216 -2.339 1.472
H 0.338 2.216 -0.858
H 0.086 0.681 1.167
H -2.202 0.978 0.203
C -1.696 -0.001 0.199
O 0.256 -1.668 1.980
C 0.306 1.138 -0.978
H -0.253 0.830 -1.866
H -2.030 -0.526 -0.700
*
```

# 3
Computed, not measured: an isolated molecule of C5H8N4 at a distorted geometry, with ωB97M-V with the def2-TZVPD basis set.

- HOMO-LUMO gap (eV) = 7.692
- HOMO (eV) = -8.50
- strongest force on any atom (eV Å⁻¹) = 4.6
- LUMO energy (eV) = -0.809
- SMILES = [H]/N=C1\N=CC(N)=C1CN

```
! RIJCOSX wB97M-V def2-TZVPD def2/J DEFGRID3
* xyz 0 1
C -0.147 -0.005 -0.585
N -0.547 -2.185 0.246
H 0.185 2.198 1.270
H 3.080 -0.283 0.235
N -2.434 -0.678 -0.195
N 2.275 0.217 -0.053
C 0.704 -1.930 0.250
H 0.066 2.043 -1.114
C 1.093 -0.547 -0.101
C -0.539 1.401 -0.561
H 2.366 0.538 -1.006
C -1.197 -0.980 -0.223
H 1.372 -2.817 0.481
H -1.570 1.459 -1.011
N -0.724 1.938 0.814
H -1.194 1.159 1.261
H -2.788 -1.529 0.293
*
```

# 4
Computed, not measured: a structure of composition C51H47N7O4P2SSc at a distorted geometry, with ωB97M-V with the def2-TZVPD basis set.

- HOMO-LUMO gap (eV) = 6.222
- HOMO (eV) = -9.21
- strongest force on any atom (eV Å⁻¹) = 2.3
- LUMO energy (eV) = -2.988

```
! RIJCOSX wB97M-V def2-TZVPD def2/J DEFGRID3
* xyz 1 1
H -6.642 -1.826 -0.235
C -0.907 -3.976 -1.516
C -0.890 -2.533 3.044
H 0.675 3.398 -2.923
C 0.048 2.819 -2.229
H 1.464 -1.518 5.453
C -5.135 -0.619 0.690
H 3.160 -2.662 6.785
C -1.920 -2.754 0.771
H 1.928 -3.388 1.162
C 3.041 -2.930 5.736
H -0.996 3.135 -2.361
C -0.660 0.019 4.211
H 1.550 -3.041 3.516
H 7.005 -0.537 2.790
P 2.243 -0.361 1.348
H -0.494 -0.082 -3.797
O -1.278 -6.808 -1.635
C 3.693 -3.466 -1.708
C 0.409 3.139 -0.812
O -3.435 -6.364 -1.102
H -1.646 -2.387 5.014
C 2.533 -3.025 0.344
H -3.017 -5.854 2.918
C 2.914 -3.907 -0.653
H 0.415 2.062 6.672
H 6.891 1.638 3.949
C -2.371 -4.219 0.464
C 2.414 -1.764 4.976
C 3.779 0.248 2.140
H 1.486 5.719 3.947
C -2.402 -4.968 2.949
C -1.792 -4.696 -0.811
C 2.917 -1.691 0.288
N -2.123 0.585 -1.109
H 3.130 -2.347 3.038
H 2.831 -5.053 3.539
C -5.084 -1.388 -1.614
C 0.398 3.912 3.578
C -0.269 1.502 6.053
H -3.148 -0.877 -3.743
H -5.506 -1.962 -2.425
H 1.398 4.998 -1.040
H -3.574 0.900 5.691
O 0.847 -0.829 -1.282
C 0.343 3.147 1.337
N 1.031 4.280 -0.433
C -0.913 0.783 -3.270
C 0.220 0.751 4.997
C -3.924 0.032 0.568
H 4.010 -3.212 5.327
C 4.970 -0.471 2.138
O 0.440 -1.922 -3.180
H -3.446 -4.421 0.495
N 1.488 -1.106 2.715
C -3.897 -0.686 -1.758
H -1.305 1.481 -4.025
H 0.085 -3.349 1.317
H 0.108 3.809 4.611
H 1.275 0.748 4.767
C -0.904 -3.320 1.780
P -0.212 -0.879 2.691
H 1.042 1.109 -2.782
C -2.030 0.301 -2.395
H 4.783 2.921 3.957
H 3.968 -4.147 -2.499
N -3.060 -0.461 -2.829
H 5.034 -1.416 1.617
H -0.930 -5.544 1.538
N 0.125 1.383 -2.441
C -2.031 0.104 4.451
C 1.161 5.017 3.194
H 2.586 -4.935 -0.614
N 0.026 2.403 0.214
C 3.719 1.475 2.796
C -2.320 -4.217 4.052
C 2.165 -2.134 3.514
H 2.022 6.127 1.567
H -2.004 2.132 7.141
H 3.080 -0.901 5.045
H -5.663 -0.594 1.632
H -0.458 -4.369 -2.416
C -1.578 -2.972 4.109
C -2.513 0.851 5.507
C 6.020 1.249 3.444
C -5.699 -1.324 -0.378
H -0.623 2.120 2.956
H 2.364 -6.438 4.549
C 3.710 -1.256 -0.775
C 4.835 1.970 3.448
H 3.994 -0.210 -0.820
C -0.662 -2.602 -1.173
C 1.472 5.250 1.869
S 1.975 -4.423 5.718
C -2.246 -6.169 -1.260
H 2.791 2.034 2.787
H -2.862 -4.497 4.943
C 6.084 0.028 2.791
C 0.286 -1.747 -1.985
Sc -0.236 0.123 0.009
C -3.304 0.000 -0.678
C -1.594 -4.691 1.725
C 4.107 -2.142 -1.756
H -2.711 -0.423 3.792
H 4.721 -1.798 -2.574
C 2.868 -5.478 4.538
H 3.897 -5.601 4.864
H -3.473 0.569 1.393
C -1.628 1.547 6.316
N -1.244 -1.958 -0.207
C 1.017 4.322 0.944
C -0.011 2.960 2.667
H -2.708 -2.165 1.256
*
```